Entry 1:
35
Properties=species:S:1:pos:R:3 method="wB97M-V/def2-TZVPD" e_tot_ev=-32355.05127 gap_ev=11.36 e_homo_ev=-8.784 charge=-1 fmax_ev_per_a=2.52 e_lumo_ev=2.57
F 7.747 -14.471 12.382
F 9.242 -16.043 11.916
F 7.504 -15.651 10.552
F 7.277 -16.750 12.664
O 4.270 -19.663 12.788
O 13.637 -14.825 10.537
O 4.137 -10.985 13.108
O 3.799 -15.851 10.615
O 9.877 -19.026 8.578
O 5.362 -14.205 15.206
O 9.443 -20.082 13.096
O 9.014 -13.163 16.652
O 12.728 -17.288 13.265
O 9.017 -11.717 9.718
B 7.925 -15.766 11.897
H 5.830 -14.424 14.401
H 9.335 -20.050 12.146
H 12.896 -16.531 13.826
H 8.332 -13.274 15.990
H 12.809 -15.144 10.896
H 3.316 -10.991 13.601
H 11.815 -17.189 12.995
H 8.336 -11.085 9.948
H 4.740 -15.702 10.523
H 8.813 -19.444 13.431
H 3.560 -16.364 9.843
H 5.002 -15.039 15.509
H 9.788 -18.860 7.639
H 14.284 -15.020 11.215
H 8.736 -12.399 17.158
H 8.635 -12.569 9.926
H 4.083 -18.813 12.389
H 9.321 -18.367 8.992
H 4.849 -20.099 12.163
H 4.692 -11.620 13.559

***

Entry 2:
29
Properties=species:S:1:pos:R:3 method="wB97M-V/def2-TZVPD" e_tot_ev=-17380.61384 gap_ev=9.41 e_homo_ev=-6.494 charge=-1 fmax_ev_per_a=10.13 e_lumo_ev=2.91
O -28.282 -7.484 61.027
O -27.626 -11.728 63.814
O -25.381 -6.804 61.521
O -26.197 -5.459 66.095
O -30.729 -10.344 66.645
O -31.145 -7.168 62.113
O -29.904 -4.801 63.790
O -26.906 -8.708 68.315
B -28.270 -8.411 64.549
H -26.787 -6.095 65.753
H -27.573 -9.159 69.008
H -30.142 -9.841 66.139
H -27.345 -8.915 67.510
H -27.235 -8.119 63.762
H -31.603 -8.005 62.054
H -28.264 -11.041 63.989
H -25.959 -4.657 65.592
H -29.165 -7.458 61.117
H -25.981 -6.986 62.080
H -28.826 -7.352 64.980
H -29.314 -5.594 63.749
H -29.093 -8.984 63.923
H -30.576 -11.298 66.492
H -26.797 -11.266 64.078
H -24.571 -7.243 61.757
H -30.712 -7.050 63.051
H -27.696 -9.020 65.473
H -29.996 -4.458 62.814
H -27.977 -7.996 61.759

***

Entry 3:
29
Properties=species:S:1:pos:R:3 method="wB97M-V/def2-TZVPD" e_tot_ev=-17379.94353 gap_ev=8.04 e_homo_ev=-5.386 charge=-1 fmax_ev_per_a=4.76 e_lumo_ev=2.66
O 2.049 -2.871 3.984
O -4.213 -0.618 -1.273
O 2.335 5.021 -0.807
O -0.402 -4.581 -0.923
O -2.357 -3.587 3.218
O -2.675 4.289 -2.830
O 2.496 -0.541 -4.226
O 2.716 1.871 3.369
B 0.152 0.509 -0.082
H -3.258 -3.711 3.517
H -2.343 -2.700 2.858
H -3.330 -0.275 -1.408
H -0.088 -3.690 -1.078
H -0.653 -4.591 0.000
H 2.258 5.087 0.145
H 0.211 -0.399 -0.660
H -4.473 -0.956 -2.130
H 3.598 1.883 2.995
H 2.182 1.429 2.709
H 2.071 4.123 -1.007
H -1.927 4.852 -3.030
H 1.186 0.817 -0.106
H 1.175 -3.141 3.702
H 2.385 -2.348 3.256
H -0.136 0.156 0.896
H 2.057 -0.334 -3.401
H -2.332 3.646 -2.209
H -0.478 1.213 -0.603
H 1.793 -0.554 -4.876